# 1
The following is a DFT calculation (the ωB97M-V functional and the def2-TZVPD basis) of one molecule with the formula C2H5NO in a non-equilibrium geometry.

Last column: Löwdin charge in e.
Element x y z (Å)
1 H -0.75446 -1.22346 -0.71325  0.090
2 N 1.23124 0.76474 0.03479  -0.041
3 C -1.04137 -0.38063 -0.00151  -0.103
4 H 2.63989 -0.52192 -0.05582  0.091
5 O 1.68763 -0.49298 -0.00959  -0.076
6 H -0.49025 1.70566 -0.04305  0.072
7 C -0.07761 0.74930 -0.06425  -0.233
8 H -2.07594 0.08204 -0.26450  0.093
9 H -1.11913 -0.68275 1.11717  0.108

Calculated values
LUMO level: 0.03670 hartree
Net charge: 0
Multiplicity: 1

***

# 2
The following is a DFT calculation (the ωB97M-V functional and the def2-TZVPD basis) of C30H63NNbO7S9 as an isolated structure in a non-equilibrium geometry.

Last column: Löwdin charge in e.
Element x y z (Å)
1 H 2.74103 9.47184 0.37476  0.059
2 H -4.14676 -13.55055 -7.16638  0.051
3 H -0.09074 2.74617 -3.50149  0.094
4 H 5.66260 11.38597 1.87185  0.054
5 H 1.29998 9.78623 4.03013  0.021
6 H 3.79305 10.91258 0.32871  0.056
7 C -4.62633 -3.91576 -2.83445  -0.093
8 H 2.09199 -1.37008 0.39845  -0.183
9 H 0.63448 6.98906 6.53393  0.058
10 S -3.93676 0.66318 1.54663  0.701
11 H 1.22929 5.19385 2.91326  0.036
12 H -1.53052 -7.16491 5.86506  0.046
13 O -5.02356 -10.77985 -7.49763  -0.553
14 H -3.74101 -8.39423 -7.86220  0.038
15 C -0.94567 -0.70581 2.08962  -0.482
16 H 6.58513 5.70720 -1.33683  0.051
17 H -4.52967 -2.53414 0.24398  0.084
18 N -3.57979 -0.28910 -0.88092  -0.105
19 H 6.06523 6.19106 3.15906  0.043
20 C -0.34316 1.01751 -2.24149  -0.059
21 C -2.13861 2.43278 -2.95843  -0.089
22 H 0.94724 0.06209 3.40624  0.005
23 C -3.27435 -0.40219 0.51483  -1.078
24 H -4.08732 -13.91639 -8.90740  0.052
25 C 1.18941 -1.00054 3.32823  -0.418
26 S 4.13358 9.58505 2.28174  0.803
27 H 1.10922 9.98127 5.78703  0.057
28 H 4.21127 4.71920 3.55259  0.021
29 C 5.75608 10.35821 2.22456  -0.263
30 C 7.02360 5.78668 -0.34458  -0.262
31 S -4.22009 -11.56997 -8.46335  0.802
32 H 7.33074 5.17869 2.42227  0.061
33 H -0.35227 -0.09336 1.41470  0.071
34 H 0.09951 8.78955 4.90475  0.060
35 C -4.16940 -2.81241 -3.53712  -0.093
36 S -1.29998 -5.23408 4.46229  0.798
37 H -5.02039 -10.47670 -10.40843  0.049
38 C -4.76532 -3.78226 -1.45881  -0.078
39 H 6.16691 10.35140 3.23252  0.048
40 H 3.06805 0.57660 1.59192  -0.172
41 H 6.39883 9.78177 1.55951  0.045
42 H 2.27586 6.51006 7.03143  0.047
43 H -4.43114 -6.75981 -7.59807  0.058
44 Nb 3.00415 -1.20241 1.99679  0.821
45 H -4.58571 -12.16800 -10.75133  0.052
46 C -5.07602 -11.49998 -10.04304  -0.269
47 S 2.67623 3.38227 2.29263  0.747
48 O 1.66773 2.38098 2.70004  -0.587
49 C 6.71900 6.07180 2.29697  -0.257
50 H -2.70919 -6.21555 -5.93798  0.056
51 H 4.00680 -0.81435 3.51337  -0.185
52 C -1.23186 0.20591 -1.55511  -0.013
53 C -3.82265 -1.62423 -2.91477  -0.017
54 H -5.64021 -13.46754 -8.13363  0.059
55 H -5.48394 -8.20190 -7.58441  0.041
56 O -5.20743 -7.05713 -4.91069  -0.556
57 H -4.06411 -2.87339 -4.61043  0.096
58 C 3.54000 3.89156 3.78677  -0.261
59 H -0.91481 -0.66746 -1.00875  0.085
60 H -6.11897 -11.78590 -9.90633  0.059
61 C -3.92802 -1.50488 -1.52783  -0.232
62 H -3.47640 -0.81661 -3.53828  0.107
63 H 1.18923 4.84698 1.16671  0.050
64 C -3.02922 1.63175 -2.26014  -0.028
65 H -2.31528 -7.17808 -4.49303  0.051
66 H -0.46987 -4.31437 6.51324  0.059
67 H 7.62462 4.90128 -0.13909  0.057
68 C -4.49944 -7.81721 -7.33651  -0.291
69 H -2.47242 3.29167 -3.52000  0.094
70 C -0.78299 2.12344 -2.95680  -0.090
71 H -5.12143 -4.62520 -0.88725  0.101
72 H 4.45318 9.29037 -0.06125  0.029
73 C -4.56262 -13.30420 -8.14080  -0.271
74 C -0.74815 -6.77670 5.21159  -0.279
75 H -1.73060 -3.30216 5.76631  0.047
76 O -0.14777 -4.66884 3.72948  -0.530
77 C -2.58958 0.51160 -1.56859  -0.261
78 H 7.63461 6.68794 -0.28093  0.055
79 H 2.56964 5.72934 1.86697  0.028
80 H 0.70072 0.74290 -2.22315  0.108
81 O 3.24962 10.51533 3.04859  -0.571
82 H 0.26534 -2.44482 1.93314  0.049
83 H -1.94139 -7.82551 -6.10862  0.050
84 H 4.11257 3.03539 4.14075  0.052
85 H 3.21012 -3.03369 2.17501  -0.189
86 H 1.64992 8.11179 7.49241  0.049
87 H -2.19627 -4.78394 6.63809  0.047
88 S 2.33960 8.02398 5.20383  0.802
89 C 3.74776 9.84482 0.54950  -0.265
90 C -0.02188 -1.74670 2.72062  -0.423
91 C 1.07694 9.27200 4.95966  -0.267
92 O 2.16583 6.99432 4.14252  -0.553
93 H 7.34890 6.95542 2.18537  0.054
94 S -4.26516 -8.00178 -5.56581  0.805
95 C -2.64274 -7.22419 -5.52958  -0.270
96 C 1.82977 4.94806 2.04231  -0.279
97 O 4.99641 7.18780 0.63044  -0.581
98 H -0.55636 -7.48570 4.40912  0.046
99 C -4.42464 -2.59806 -0.82848  -0.065
100 H -0.55818 -2.29402 3.48420  0.057
101 H -4.07749 1.88567 -2.28777  0.115
102 H 4.62342 -1.20719 1.13366  -0.232
103 H -1.41474 -0.12636 2.87513  0.066
104 H 1.38663 -1.38622 4.32786  0.010
105 S -2.13358 -1.63000 1.07389  0.909
106 S 5.68120 5.88034 0.84491  0.827
107 H 0.16898 -6.60130 5.77442  0.056
108 C -1.43576 -4.32149 6.00761  -0.271
109 H 2.81624 4.19678 4.54204  0.048
110 C 1.64873 7.34304 6.71955  -0.270
111 H -4.86697 -4.83819 -3.33949  0.080

Calculated values
LUMO level: 0.05111 hartree
Net charge: -1
Multiplicity: 1

***

# 3
The following is a DFT calculation (the ωB97M-V functional and the def2-TZVPD basis) of C8H20BCsO4S2 as an isolated structure in a non-equilibrium geometry.

Last column: Löwdin charge in e.
Element x y z (Å)
1 C -1.62356 -5.88636 3.85739  -0.201
2 H -1.08902 -3.76222 3.81558  0.106
3 H 1.89063 -2.13940 0.10603  -0.120
4 S -3.45159 -3.99092 4.21945  0.685
5 S 0.98021 5.37954 -2.57354  0.706
6 O -4.15045 -4.40180 5.39709  -0.320
7 H -0.62261 -6.18676 3.54767  0.109
8 H 1.81280 -0.62963 1.01265  -0.121
9 H 1.18553 -0.70679 -0.65872  -0.138
10 H -4.22697 -4.74609 2.02506  0.091
11 H 2.89687 -0.80922 -0.38156  -0.115
12 C 1.27031 6.27030 -4.18415  -0.213
13 C 2.64147 4.52726 -2.53344  -0.193
14 H 2.51233 3.65790 -1.88873  0.111
15 O -3.53062 -2.58797 3.76314  -0.369
16 H 4.31092 4.78024 -3.91389  0.112
17 C -3.75911 -5.21524 2.89056  -0.221
18 C -1.69756 -4.42769 4.42789  -0.199
19 H 0.56262 5.90320 -4.92745  0.092
20 H 2.97563 3.70081 -4.47722  0.115
21 H -4.52242 -5.88711 3.28304  0.100
22 H -1.99555 -6.71122 4.46512  0.114
23 C 3.23343 4.61966 -3.95056  -0.198
24 H -2.48937 -6.78854 2.02124  0.112
25 H -1.81462 -5.23491 1.77978  0.117
26 C 2.71067 5.94674 -4.58329  -0.222
27 H -1.41360 -4.23865 5.46314  0.104
28 H 0.95826 7.30890 -4.07443  0.095
29 B 1.93343 -1.06378 0.03224  -0.456
30 O -0.06485 4.41064 -2.83820  -0.359
31 H 3.25131 6.84506 -4.28528  0.110
32 C -2.39069 -5.81474 2.50092  -0.208
33 O 0.87289 6.35711 -1.49299  -0.348
34 H 2.97294 5.82706 -5.63448  0.110
35 Cs -3.30530 0.39823 -0.23446  0.919
36 H 3.17565 5.29638 -1.97559  0.091

Calculated values
LUMO level: -0.05265 hartree
Net charge: 0
Multiplicity: 1

***

# 4
The following is a DFT calculation (the ωB97M-V functional and the def2-TZVPD basis) of C17H21IN6O5Pt as an isolated structure in a non-equilibrium geometry.

Last column: Löwdin charge in e.
Element x y z (Å)
1 C 0.11428 -1.66328 -1.37685  -0.017
2 H 1.13524 0.66225 2.27718  0.044
3 O 1.03074 2.96284 1.16106  -0.196
4 H 2.06620 0.39176 3.77772  0.101
5 N -2.58841 2.91816 0.84309  0.151
6 H -3.37323 -4.67539 -1.17405  0.144
7 H -5.31142 -1.33645 0.81654  0.107
8 C 2.98258 -1.52556 -1.25821  0.003
9 C -1.23254 -2.03055 -1.06952  -0.027
10 H -1.31623 -5.33162 -2.04897  0.138
11 Pt 0.00928 1.19116 0.07658  1.029
12 I 1.27891 2.40910 -2.11488  1.140
13 C -2.18252 -1.03328 -0.62692  -0.238
14 O -3.47346 1.52898 2.39766  0.130
15 C -2.45366 1.80454 1.82472  -0.685
16 H -3.53729 3.00997 0.49670  0.177
17 H 2.34566 4.82299 3.34211  0.125
18 O -1.31861 1.29736 1.90222  -0.093
19 C 3.95316 0.93389 -2.12282  -0.117
20 H 2.62319 -2.47917 -0.90008  0.125
21 C 4.31758 -1.37806 -1.58301  -0.034
22 N 1.91819 4.53267 2.47952  0.202
23 H -0.77175 3.63731 0.43001  0.101
24 C 4.80988 -0.14999 -1.99835  -0.037
25 N -1.57467 3.18107 -0.01620  0.096
26 H 5.85359 -0.02518 -2.23968  0.124
27 H 0.37264 0.93327 3.85694  0.096
28 C -1.63439 -3.36705 -1.26040  -0.074
29 C 1.54891 3.25758 2.26959  -0.561
30 H 4.97873 -2.22738 -1.51440  0.124
31 C -0.71721 -4.45310 -1.79591  -0.181
32 H -1.85188 3.58687 -0.90643  0.145
33 N 1.76787 2.38912 3.26121  0.054
34 H 1.87570 5.20258 1.72949  0.127
35 O 0.11079 -4.05943 -2.85509  -0.048
36 N 0.73499 -0.57948 -1.06502  -0.040
37 C 1.31193 1.01768 3.30217  -0.050
38 H -0.29746 -4.24651 -3.70891  0.124
39 H -0.04747 -4.74443 -0.97497  0.149
40 O -1.96278 0.19188 -0.58611  -0.039
41 H -4.73535 0.11659 -0.03967  0.106
42 N -3.75556 -2.81799 -0.42290  0.161
43 C -4.43811 -0.74571 0.55607  0.021
44 C -2.95271 -3.70252 -0.96721  -0.001
45 C 2.09711 -0.44511 -1.36844  -0.340
46 H 2.16062 2.74566 4.12172  0.159
47 C -3.48545 -1.58117 -0.19125  -0.189
48 H 0.65739 -2.43228 -1.93544  0.128
49 C 2.61751 0.77478 -1.81149  -0.557
50 H 4.33201 1.88413 -2.46143  0.109
51 H -3.99254 -0.35348 1.47230  0.081

Calculated values
LUMO level (spin up / spin down): -0.23972 / -0.32539 hartree
Net charge: +2
Multiplicity: 5

***

# 5
The following is a DFT calculation (the ωB97M-V functional and the def2-TZVPD basis) of C17H59F3N11O15SY as an isolated structure in a non-equilibrium geometry.

Last column: Löwdin charge in e.
Element x y z (Å)
1 H 1.08728 2.33722 -5.93639  0.080
2 H -1.86237 -1.43060 3.58600  0.110
3 N -5.27928 2.82765 1.48096  0.049
4 H 3.17378 -1.35683 4.57760  0.118
5 C -0.65155 -1.71147 -4.06917  -0.790
6 N 3.36993 2.52587 -4.38793  0.042
7 H -5.26481 -0.88717 -3.25872  0.137
8 H -1.07540 1.58109 1.05784  0.072
9 H -4.85185 0.39649 -1.70062  0.154
10 H 1.97472 2.95633 -2.32729  0.083
11 H 1.47797 6.13810 -4.04587  0.092
12 H -1.72580 0.98886 2.65785  0.078
13 O 0.46862 -1.03819 1.30034  -0.325
14 O 1.90567 0.19109 4.91129  -0.160
15 H 0.60671 -3.15935 2.33316  0.076
16 H 3.13377 -4.86158 -2.65075  0.041
17 N -1.23681 -0.61671 -4.24673  0.237
18 H 3.14172 1.78692 -3.73835  0.049
19 H 2.30894 -0.05285 1.87280  0.014
20 F -0.65975 0.84845 -1.10263  0.136
21 H 3.59982 -2.12597 0.42977  -0.041
22 N 0.20599 -2.02529 -4.93357  0.232
23 F 1.29880 1.45975 -0.28764  0.158
24 C -4.23256 0.53845 1.78939  -0.187
25 H 4.31679 -0.78173 2.75894  0.121
26 H -3.68771 -3.89162 3.32785  0.142
27 O 2.53747 -4.47759 -2.00793  -0.054
28 H 2.64454 1.44398 2.17694  0.080
29 O -0.39937 -2.14878 -0.61362  -0.451
30 O -0.96225 -2.47081 -3.15442  -0.073
31 N 1.33915 -6.09904 1.56642  0.202
32 C -6.35202 1.39100 3.09466  -0.052
33 C 0.64282 0.54095 -0.96178  -0.568
34 H 0.04182 5.47077 -4.49458  0.081
35 H -1.01946 -0.07786 -5.07286  0.141
36 C -5.01219 1.73915 2.43376  -0.428
37 O 0.07320 -4.68806 0.42372  -0.088
38 N 3.09643 0.57774 1.92095  0.052
39 H 2.82494 4.37081 -2.42666  0.136
40 H -4.10790 -0.11663 2.65163  0.101
41 S 0.69289 -1.26616 -0.10377  0.686
42 N -1.54896 -1.94032 2.77233  0.181
43 H 1.93340 -6.25252 2.36855  0.130
44 H 0.10752 6.62181 -3.17580  0.097
45 H 3.16814 -1.19539 -1.59959  -0.039
46 N -4.30554 -0.26956 -1.17335  0.249
47 F 1.13850 0.40050 -2.18566  0.148
48 H -6.07886 2.50324 0.95603  0.068
49 O 0.75897 4.64395 -2.70871  -0.203
50 C -2.26070 -2.95504 2.27367  -0.678
51 H 0.77094 4.53001 0.31019  0.048
52 H -4.40488 2.12622 3.25196  0.129
53 H 0.07299 3.05751 -4.76397  0.064
54 H 5.46029 1.43860 3.42229  0.083
55 H -3.75961 0.10077 -0.40855  0.085
56 O 4.48777 -2.46360 0.54712  -0.060
57 C 0.56390 -0.12365 4.97152  -0.156
58 H 0.18331 0.43808 4.11847  0.074
59 C 2.61902 -0.67841 3.92948  -0.138
60 N -3.13819 -3.05483 3.19399  0.193
61 C -1.95248 1.42964 1.68706  -0.031
62 H 4.44249 2.21910 0.11593  0.034
63 C 4.52989 1.10939 3.88498  -0.031
64 O 0.12323 4.13557 -0.27386  -0.043
65 C 0.58056 5.72804 -3.58262  -0.103
66 H 1.00814 1.70312 -4.16896  0.044
67 Y -1.62297 -3.88744 -1.06560  1.979
68 N 1.01278 -4.08223 2.39242  0.231
69 H 0.63963 3.76479 -0.98947  -0.019
70 O -2.97219 -1.97386 -1.43380  -0.097
71 H -6.98357 0.84394 2.39468  0.078
72 O -2.98880 0.63956 1.07032  -0.245
73 C 1.96065 3.89175 -2.88667  -0.164
74 O 3.95542 -0.75394 -1.91825  -0.051
75 C 1.02673 2.53997 -4.86712  -0.070
76 C 0.84221 -4.88714 1.34188  -0.653
77 H 4.82900 0.83912 4.89769  0.084
78 H 2.95073 2.16904 -0.13714  -0.031
79 H 3.00026 -4.55701 -1.17381  0.026
80 H 0.59172 -1.37613 -5.60432  0.143
81 C -3.87598 -1.22477 -1.83851  -0.713
82 N -4.38364 -1.33431 -3.04963  0.197
83 C 3.72404 0.06118 3.11424  -0.409
84 O 3.72996 2.69837 -0.30696  -0.046
85 H 0.19158 -1.14742 4.93437  0.072
86 H -6.13111 0.76688 3.96055  0.080
87 H -3.86605 -1.85116 -3.74611  0.121
88 H -2.42522 2.40228 1.82336  0.095
89 H -4.48185 2.96660 0.87689  0.061
90 H 2.37774 4.16256 -5.09770  0.132
91 H -4.90765 -0.10094 1.22060  0.111
92 H 0.19383 0.31124 5.89998  0.098
93 H -3.19263 -2.40051 3.96146  0.134
94 H -2.12871 -0.44487 -3.80505  0.117
95 H 4.53987 -1.46519 -2.18050  0.039
96 H 1.07931 -6.86068 0.95611  0.133
97 H 5.05617 -1.74829 0.26166  0.037
98 O -2.07197 -3.53677 1.25021  -0.025
99 C 2.21158 3.38912 -4.34784  -0.413
100 H -6.89980 2.29706 3.35366  0.094
101 H -0.83715 -1.45964 2.24095  0.037
102 H 3.57496 1.95715 -5.19702  0.078
103 H 0.48566 -2.98714 -5.06290  0.146
104 H 2.03523 -1.45620 3.43720  0.091
105 O 2.02065 -1.88716 -0.38850  -0.317
106 H 3.87678 1.95325 4.10731  0.080
107 H 1.78031 -4.30971 3.00825  0.134

Calculated values
LUMO level: -0.26092 hartree
Net charge: +2
Multiplicity: 1